144
Properties=species:S:1:pos:R:3 method="wB97M-V/def2-TZVPD" charge=+1 energy_ha=-2969.5825 relative_energy_kcal_mol=71.0 lumo_ev=-3.98
F -0.337 -2.622 2.239
O 2.481 1.005 -0.329
O -4.245 -0.860 3.440
O 4.686 -1.437 1.115
O 5.050 -2.183 -11.644
O 1.639 8.657 8.386
O -3.153 3.684 5.088
O 6.498 0.007 -0.788
O 0.657 5.039 11.222
O 1.215 1.089 8.952
O 4.621 0.265 -9.430
O -8.131 -4.740 0.805
O 7.009 -4.007 -9.171
O -0.371 2.181 0.353
O -2.041 3.186 1.373
O 1.452 1.826 -7.749
O -1.876 0.655 -6.016
O -1.616 0.615 -9.403
O -3.159 -2.467 -3.569
O -5.996 -0.556 6.183
O 1.049 4.421 7.253
N -2.068 -1.327 1.097
C -0.206 2.671 2.881
C -2.682 4.995 5.382
C 3.392 1.218 -1.411
C 0.844 3.677 10.850
C -6.879 -1.515 5.608
C -5.550 -3.564 -1.855
C -2.666 -1.165 -3.279
C -0.436 0.040 3.086
C -0.712 0.844 -10.479
C -2.078 -5.357 -0.850
C -1.842 -4.851 0.503
C 3.464 -1.298 1.821
C 0.763 5.795 7.515
C -1.384 1.955 -5.718
C -2.876 -0.346 1.318
C -1.695 -0.908 3.367
C 0.445 9.431 8.378
C -3.256 -4.950 -1.620
C -2.825 -3.914 1.061
C -0.603 1.448 3.778
C 6.082 -3.059 -12.090
C -1.638 -2.070 2.319
C 2.822 2.023 -7.416
C 5.208 -0.879 -8.827
C -0.945 2.694 1.510
C 6.709 -1.368 -1.105
C -4.011 -3.538 0.299
C -2.520 -3.358 2.512
C -7.687 -6.092 0.856
C 7.461 -5.356 -9.123
C 1.818 -0.043 9.570
C -3.070 -0.283 2.901
C -4.258 -4.042 -1.064
H 2.370 9.261 8.558
H -6.719 -6.163 0.363
H -3.010 3.538 4.144
H -0.245 0.188 1.993
H -1.814 -1.569 0.130
H -8.986 -4.706 1.246
H 4.210 0.499 -1.352
H 6.145 -3.981 -8.744
H -1.625 1.564 4.224
H -0.504 3.598 3.445
H 0.308 9.914 9.348
H -3.188 0.820 3.085
H 0.852 5.991 8.585
H -3.023 -2.610 -4.513
H -0.276 1.835 -10.367
H 0.449 -0.537 3.477
H -0.398 8.769 8.184
H 2.724 -0.808 1.188
H 6.098 -3.954 -11.467
H 1.478 6.412 6.976
H 1.510 5.375 11.518
H -0.107 3.272 10.509
H 4.216 -2.658 -11.727
H -7.238 -2.202 6.378
H -1.305 -6.044 -1.262
H 2.894 -0.039 9.384
H -1.250 0.791 -11.428
H -6.334 -2.077 4.851
H -8.404 -6.734 0.339
H -1.988 -0.266 -9.526
H -1.937 2.699 -6.296
H -4.755 -0.184 3.924
H 2.868 1.108 -2.363
H -5.390 -2.483 -2.135
H 4.989 -0.548 0.882
H 1.386 1.023 8.007
H 5.767 -1.797 -1.439
H 7.038 -2.545 -12.006
H 5.908 -3.333 -13.134
H -7.587 -6.408 1.898
H 2.140 0.108 -0.418
H 2.889 2.306 -6.365
H -0.249 6.033 7.174
H 7.054 -1.901 -0.217
H -3.242 5.729 4.798
H -1.595 -1.137 4.456
H 7.449 -1.455 -1.904
H 1.376 -0.962 9.176
H 0.497 10.188 7.591
H -5.689 -4.120 -2.818
H 7.548 -5.683 -8.084
H -3.218 -0.423 -3.857
H 0.578 1.970 0.511
H -3.355 0.336 0.575
H -2.831 5.191 6.443
H 5.037 -0.837 -7.751
H -0.964 -5.145 1.116
H -6.494 -0.068 6.849
H 1.420 1.578 -8.680
H -7.725 -1.005 5.141
H -2.803 -0.970 -2.213
H 1.638 0.009 10.642
H 0.106 1.459 4.656
H -3.375 -5.374 -2.640
H 7.343 0.366 -0.495
H 4.788 0.201 -10.379
H -1.741 0.512 -6.963
H 3.627 -0.709 2.728
H -1.617 5.064 5.148
H 6.760 -6.003 -9.658
H 1.193 3.104 11.713
H 4.750 -1.783 -9.231
H -1.522 2.149 -4.654
H 0.902 2.685 2.708
H -1.602 -1.110 -3.524
H -3.507 -3.182 3.005
H 6.283 -0.888 -9.021
H -1.992 -4.178 3.061
H 0.402 3.900 7.742
H -6.476 -3.578 -1.224
H 0.083 0.093 -10.457
H 1.575 3.614 10.041
H 8.437 -5.412 -9.600
H -0.321 2.010 -5.961
H 3.377 1.099 -7.578
H -4.754 -2.825 0.724
H 3.103 -2.289 2.095
H 3.242 2.822 -8.032
H 3.793 2.226 -1.334